Computed, not measured: a 7-piece molecular cluster, C13H42N12O7 overall in a non-equilibrium geometry, with ωB97M-V/def2-TZVPD.

Results
Multiplicity: 1
SMILES string: COC[C@H](C)N.COC[C@H](C)N.NC(N)=O.NC(N)=O.NC(N)=O.NC(N)=O.NC(N)=O
LUMO level in hartree: 0.000
Energy above the lowest of the compared OMol25 structures with the same formula, charge and spin in kcal per mole: 126.1
E in eV: -46375.71728

Positions of all 74 atoms, in Å:
1 C -34.0323 7.1849 -1.1366
2 O -32.6530 7.2720 -0.6069
3 C -32.3021 6.1862 0.2542
4 C -32.0830 6.6965 1.6913
5 C -31.0050 7.7421 1.9815
6 N -31.6015 5.5777 2.4621
7 H -34.7251 7.7126 -0.4811
8 H -34.4525 6.1942 -1.3099
9 H -34.1564 7.6732 -2.1032
10 H -33.0090 5.3616 0.3454
11 H -31.3759 5.6967 -0.0470
12 H -33.0625 7.0121 2.0506
13 H -31.2295 8.6470 1.4168
14 H -30.0106 7.4309 1.6615
15 H -31.0561 7.9927 3.0410
16 H -31.8511 5.7459 3.4262
17 H -30.6018 5.6898 2.3721
18 C -33.7572 7.0357 5.1142
19 O -33.6571 7.0615 6.4497
20 C -34.5263 6.2041 7.1850
21 C -34.0125 6.1420 8.6246
22 C -32.7035 5.3494 8.7234
23 N -35.0694 5.5590 9.4407
24 H -33.4775 6.1343 4.5688
25 H -33.1442 7.9163 4.9220
26 H -34.8036 7.1842 4.8478
27 H -35.5133 6.6518 7.0691
28 H -34.6930 5.2037 6.7854
29 H -33.7981 7.1492 8.9820
30 H -32.8417 4.3011 8.9882
31 H -32.0751 5.8234 9.4773
32 H -32.1285 5.3817 7.7980
33 H -35.4392 4.8375 8.8384
34 H -34.6521 5.0217 10.1872
35 N -28.1336 3.1520 8.4365
36 C -29.4162 3.6404 8.6110
37 N -29.5391 4.4440 9.6897
38 O -30.3789 3.3031 8.0029
39 H -27.9464 2.3000 7.9274
40 H -27.4422 3.6450 8.9833
41 H -28.7348 4.6950 10.2467
42 H -30.5069 4.5508 9.9583
43 N -31.9886 10.2615 11.9609
44 C -32.1040 9.4954 10.9526
45 N -32.9148 10.0805 10.0976
46 O -31.8041 8.3054 10.8099
47 H -32.3485 11.1994 11.8565
48 H -31.7632 9.8910 12.8731
49 H -33.0901 11.0655 10.2355
50 H -33.2123 9.4269 9.3874
51 N -35.7744 1.8124 6.8013
52 C -34.8549 2.4055 7.6507
53 N -33.7056 2.3792 7.1515
54 O -35.1929 2.9004 8.7252
55 H -36.7078 1.8342 7.1867
56 H -35.5052 1.1247 6.1123
57 H -32.9577 2.8447 7.6457
58 H -33.5745 2.1114 6.1865
59 N -31.2844 8.2211 7.5416
60 C -30.1681 8.8442 7.2868
61 N -29.8985 9.5459 8.2637
62 O -29.5832 8.8639 6.2419
63 H -31.6764 8.3900 8.4569
64 H -31.7666 7.5621 6.9472
65 H -30.5220 9.6971 9.0438
66 H -29.1645 10.2113 8.0674
67 N -32.9228 5.9471 12.3131
68 C -33.7305 6.4874 13.2664
69 N -34.0606 7.6426 12.9388
70 O -34.2064 5.9275 14.2214
71 H -32.4021 6.3938 11.5718
72 H -32.9236 4.9418 12.2164
73 H -34.7768 8.1195 13.4676
74 H -33.6995 8.0393 12.0830

---

Computed, not measured: C48H67BHfN3P2SSb as an isolated structure in a non-equilibrium geometry, with ωB97M-V/def2-TZVPD.

Results
Multiplicity: 1
LUMO level in hartree: -0.232
Energy above the lowest of the compared OMol25 structures with the same formula, charge and spin in kcal per mole: 47.7
E in eV: -93255.62615
Charge: +2

Positions of all 124 atoms, in Å:
1 Hf -0.0787 0.0141 0.0871
2 C 0.6028 4.0545 0.2336
3 C 2.0206 3.6523 0.6825
4 C 3.0071 4.7213 0.1962
5 C 2.0584 3.6137 2.2144
6 P 2.3379 1.9590 -0.0645
7 C 2.1279 2.3570 -1.8612
8 N 1.7318 1.1491 -2.5406
9 B 0.6903 0.2750 -2.0712
10 N 0.8168 -0.8710 -2.9580
11 C 0.0827 -2.1072 -2.9373
12 P -0.4256 -2.5148 -1.2159
13 C 0.9659 -3.4634 -0.4442
14 C 2.1942 -2.5852 -0.6092
15 C 1.2444 -4.8432 -1.0411
16 C 0.6859 -3.5875 1.0561
17 C -1.9212 -3.6030 -1.5564
18 C -1.6393 -4.5811 -2.7102
19 C -2.3130 -4.4372 -0.3342
20 C -3.0866 -2.6911 -1.9778
21 C 1.8419 -0.6586 -3.8717
22 C 2.3298 -1.4685 -4.8951
23 C 3.3899 -0.9924 -5.6433
24 C 3.9493 0.2655 -5.3892
25 C 3.4641 1.0756 -4.3807
26 C 2.4031 0.5962 -3.6159
27 C 4.1492 1.4519 0.0815
28 C 5.0901 2.2162 -0.8573
29 C 4.6186 1.6322 1.5322
30 C 4.2688 -0.0289 -0.2662
31 H 0.1246 4.6434 1.0164
32 H -0.0482 3.1985 0.0418
33 H 0.6175 4.6548 -0.6752
34 H 2.6347 5.6981 0.5133
35 H 3.1122 4.7556 -0.8878
36 H 3.9921 4.5972 0.6418
37 H 1.7576 4.5936 2.5904
38 H 3.0534 3.4131 2.5987
39 H 1.3694 2.8753 2.6233
40 H 3.0448 2.7624 -2.2828
41 H 1.3647 3.1274 -1.9625
42 H 0.6782 -2.9230 -3.3553
43 H -0.8221 -2.0322 -3.5451
44 H 2.5082 -2.4376 -1.6414
45 H 3.0269 -3.0089 -0.0429
46 H 2.0412 -1.5760 -0.1882
47 H 1.3846 -4.8122 -2.1217
48 H 0.4494 -5.5517 -0.8152
49 H 2.1655 -5.2372 -0.6057
50 H 0.4691 -2.6172 1.5252
51 H 1.5708 -3.9942 1.5506
52 H -0.1570 -4.2376 1.2821
53 H -0.9222 -5.3534 -2.4427
54 H -1.3070 -4.1012 -3.6261
55 H -2.5824 -5.0794 -2.9445
56 H -1.5369 -5.1553 -0.0667
57 H -3.2136 -5.0032 -0.5798
58 H -2.5333 -3.8167 0.5279
59 H -2.9079 -2.2146 -2.9421
60 H -3.3042 -1.9229 -1.2415
61 H -3.9764 -3.3140 -2.0890
62 H 1.8903 -2.4305 -5.1218
63 H 3.7843 -1.5950 -6.4493
64 H 4.7675 0.6140 -6.0034
65 H 3.8891 2.0563 -4.2131
66 H 4.9929 3.2947 -0.7974
67 H 4.9673 1.9065 -1.8952
68 H 6.1157 1.9657 -0.5765
69 H 4.8718 2.6684 1.7489
70 H 5.5201 1.0357 1.6838
71 H 3.8763 1.3040 2.2620
72 H 3.8687 -0.2670 -1.2541
73 H 3.7764 -0.6390 0.4868
74 H 5.3262 -0.3017 -0.2607
75 S -2.3286 -1.1112 1.0598
76 Sb -3.1932 -2.0178 3.0053
77 C -4.8146 -3.1548 2.3871
78 C -5.2956 -4.1567 3.2279
79 C -6.4041 -4.8954 2.8402
80 C -7.0237 -4.6277 1.6274
81 C -6.5456 -3.6228 0.7988
82 C -5.4359 -2.8793 1.1734
83 C -3.8183 -0.6991 4.4779
84 C -3.5728 0.6605 4.3829
85 C -4.0238 1.5014 5.3914
86 C -4.7122 0.9788 6.4744
87 C -4.9542 -0.3861 6.5641
88 C -4.5085 -1.2350 5.5644
89 C -1.7793 -3.3027 3.8084
90 C -0.7350 -2.7489 4.5442
91 C 0.2390 -3.5836 5.0729
92 C 0.1668 -4.9553 4.8647
93 C -0.8767 -5.5021 4.1323
94 C -1.8579 -4.6766 3.5985
95 H -4.8202 -4.3726 4.1776
96 H -6.7841 -5.6754 3.4851
97 H -7.8895 -5.2030 1.3297
98 H -7.0430 -3.4124 -0.1383
99 H -5.0644 -2.0940 0.5268
100 H -3.0220 1.0588 3.5479
101 H -3.8378 2.5652 5.3308
102 H -5.0643 1.6375 7.2563
103 H -5.4918 -0.7881 7.4117
104 H -4.7062 -2.2974 5.6433
105 H -0.6881 -1.6785 4.7222
106 H 1.0470 -3.1671 5.6605
107 H 0.9229 -5.6027 5.2882
108 H -0.9333 -6.5721 3.9851
109 H -2.6700 -5.1079 3.0258
110 C 1.9291 -0.4485 3.1302
111 C 0.8265 0.5593 3.1573
112 C 0.3880 1.3670 4.1750
113 C -0.6779 2.1553 3.6601
114 C -0.8789 1.7585 2.3645
115 C -1.9285 2.1779 1.3770
116 N 0.0387 0.7731 2.0456
117 H 2.7951 -0.1075 3.6982
118 H 2.2856 -0.6260 2.1061
119 H 1.6302 -1.4162 3.5319
120 H 0.8141 1.4269 5.1637
121 H -1.2303 2.9202 4.1819
122 H -2.0574 3.2602 1.3516
123 H -2.8945 1.7010 1.5483
124 H -1.6992 1.9287 0.3139